# 1
{
  "formula": "C3H4NOP",
  "method": "the ωB97M-V functional and the def2-TZVPD basis",
  "fmax_ha_per_bohr": 0.0420,
  "e_homo_ev": -9.69,
  "lumo_energy_ev": -0.243,
  "gap_ha": 0.347,
  "multiplicity": 1,
  "species": ["C", "C", "C", "N", "O", "P", "H", "H", "H", "H"],
  "positions_angstrom": [[-0.4067, 1.9887, -0.4072], [0.4194, -0.8675, -0.1901], [-0.1201, 1.5446, 0.9026], [-0.6294, 2.3224, -1.4968], [0.1445, -0.6667, 2.6418], [0.2123, -0.0104, 1.3279], [1.1545, -1.6752, -0.3247], [-0.6750, -1.0651, -0.3654], [0.6456, -0.0458, -0.9391], [-0.5462, 2.2239, 1.6651]],
  "forces_ev_per_a": [[0.30, 0.01, -1.27], [-0.36, 0.67, -1.56], [-1.21, 0.96, 1.51], [0.15, -0.24, 0.98], [0.27, 0.34, -0.49], [0.05, 0.45, 0.15], [-0.79, 0.10, 0.41], [1.09, -0.77, -0.35], [-0.11, -1.02, 0.82], [0.60, -0.51, -0.21]],
  "nbo_charge": [0.257, -1.064, -0.985, -0.335, -0.968, 1.948, 0.284, 0.279, 0.291, 0.292]
}


# 2
{
  "formula": "C3H4NP",
  "method": "the ωB97M-V functional and the def2-TZVPD basis",
  "fmax_ha_per_bohr": 0.0939,
  "e_homo_ev": -9.27,
  "lumo_energy_ev": 0.188,
  "gap_ha": 0.348,
  "multiplicity": 1,
  "species": ["C", "C", "C", "N", "P", "H", "H", "H", "H"],
  "positions_angstrom": [[-0.4984, 0.3046, -1.0339], [0.7992, 0.4030, -0.7014], [-0.7203, -0.7884, 0.8871], [-1.4487, -0.3881, -0.1655], [1.0973, -0.5342, 0.7975], [-1.0427, 0.9477, -2.1329], [1.6693, 0.8504, -1.2946], [-1.2804, -1.1290, 1.8277], [1.4248, 0.3341, 1.8161]],
  "forces_ev_per_a": [[-2.58, 1.74, -3.29], [1.39, 0.77, -0.51], [-2.24, 0.98, 0.25], [3.60, 0.21, 1.43], [-0.95, -1.38, -1.13], [1.88, -2.47, 3.70], [-1.79, -0.60, 0.77], [0.94, 0.03, -1.65], [-0.25, 0.72, 0.44]],
  "nbo_charge": [-0.015, -0.599, -0.198, -0.420, 0.528, 0.212, 0.259, 0.219, 0.012]
}


# 3
{
  "formula": "C3H4NS",
  "method": "the ωB97M-V functional and the def2-TZVPD basis",
  "fmax_ha_per_bohr": 0.0816,
  "e_homo_ev": -14.65,
  "lumo_energy_ev": -7.501,
  "gap_ha": 0.263,
  "multiplicity": 1,
  "total_charge": 1,
  "species": ["C", "C", "C", "N", "S", "H", "H", "H", "H"],
  "positions_angstrom": [[0.5463, -1.4678, 0.0218], [1.9849, -1.4073, 0.0586], [0.6090, 0.8325, 0.0629], [-0.1185, -0.3285, -0.0499], [2.3655, 0.3958, -0.0381], [0.1276, -2.5612, -0.0102], [0.2087, 1.4375, -0.6653], [0.4033, 1.2144, 1.0299], [-1.0896, -0.1839, -0.1764]],
  "forces_ev_per_a": [[-1.89, -0.99, -0.53], [2.46, 3.40, -0.11], [2.14, -0.12, 0.32], [0.77, -3.80, 0.46], [-1.70, -3.59, 0.39], [0.03, 2.53, 0.03], [-0.29, 2.22, -1.73], [-0.03, 0.93, 1.17], [-1.49, -0.59, -0.01]],
  "nbo_charge": [0.070, -0.139, -0.421, -0.363, 0.540, 0.298, 0.270, 0.291, 0.454]
}


# 4
{
  "formula": "C3H4NS",
  "method": "the ωB97M-V functional and the def2-TZVPD basis",
  "fmax_ha_per_bohr": 0.1002,
  "e_homo_ev": -16.46,
  "lumo_energy_ev": -6.499,
  "gap_ha": 0.366,
  "multiplicity": 1,
  "total_charge": 1,
  "species": ["C", "C", "C", "N", "S", "H", "H", "H", "H"],
  "positions_angstrom": [[0.9950, 0.0307, -0.4565], [-0.9426, -1.2285, -0.0959], [0.1092, 1.0116, 0.1409], [0.5837, -1.1663, -0.7179], [-1.4675, 0.1391, 0.5808], [2.0155, 0.1356, -0.5960], [-1.5661, -2.1104, -0.0041], [0.3988, 1.2024, 1.2862], [-0.1260, 1.9858, -0.1374]],
  "forces_ev_per_a": [[-2.11, -1.86, -0.34], [3.48, 0.43, -1.31], [-0.75, -0.83, 5.03], [-4.11, 0.14, 2.16], [0.86, 0.31, -0.99], [1.94, 0.92, -0.56], [0.47, -0.39, -0.44], [0.19, -0.36, -2.14], [0.04, 1.65, -1.40]],
  "nbo_charge": [0.126, -0.107, -0.596, -0.279, 0.700, 0.263, 0.277, 0.312, 0.304]
}


# 5
{
  "formula": "C3H4O",
  "method": "the ωB97M-V functional and the def2-TZVPD basis",
  "fmax_ha_per_bohr": 0.1756,
  "e_homo_ev": [-10.23, -9.66],
  "lumo_energy_ev": [-0.630, -1.065],
  "gap_ha": [0.353, 0.316],
  "multiplicity": 1,
  "smiles": "O=C1CC1",
  "species": ["C", "C", "C", "O", "H", "H", "H", "H"],
  "positions_angstrom": [[-0.8356, -0.0433, -0.0430], [0.3929, -0.8227, 0.0102], [0.4260, 0.8049, 0.0058], [-2.5845, -0.0485, 0.0302], [0.7099, -1.1903, 0.8780], [0.6843, -1.2248, -0.9395], [0.7631, 1.2790, -0.8742], [0.4440, 1.2457, 0.9324]],
  "forces_ev_per_a": [[-6.76, 0.79, 0.19], [-1.73, 3.60, -2.81], [-2.94, -3.61, -1.42], [9.02, -0.03, -0.37], [1.13, -2.11, 3.22], [0.27, -0.50, -0.16], [0.30, 0.63, -0.64], [0.70, 1.24, 1.99]],
  "nbo_charge": [0.519, -0.501, -0.496, -0.492, 0.237, 0.252, 0.243, 0.239]
}


# 6
{
  "formula": "C3H4O",
  "method": "the ωB97M-V functional and the def2-TZVPD basis",
  "fmax_ha_per_bohr": 0.0643,
  "e_homo_ev": -10.06,
  "lumo_energy_ev": 0.804,
  "gap_ha": 0.399,
  "multiplicity": 1,
  "smiles": "C#CCO",
  "species": ["C", "C", "C", "H", "H", "H", "H", "O"],
  "positions_angstrom": [[0.6064, -0.4312, 0.4480], [-0.4926, 0.2770, -0.0948], [-1.5299, 0.8429, -0.2827], [1.1290, -0.1212, -1.2422], [0.8842, 0.1551, 1.3449], [0.2101, -1.4291, 0.9224], [-2.4390, 1.2400, -0.6100], [1.6318, -0.5335, -0.4856]],
  "forces_ev_per_a": [[-0.31, -1.41, 2.98], [-1.77, 0.37, 0.45], [0.30, -0.18, -0.54], [1.80, -0.83, 0.39], [0.47, -0.24, -0.29], [0.92, 1.34, -1.25], [-0.67, 0.47, -0.12], [-0.73, 0.48, -1.62]],
  "nbo_charge": [-0.144, -0.092, -0.183, 0.479, 0.198, 0.192, 0.230, -0.680]
}


# 7
{
  "formula": "C3H4O",
  "method": "the ωB97M-V functional and the def2-TZVPD basis",
  "fmax_ha_per_bohr": 0.0976,
  "e_homo_ev": -8.72,
  "lumo_energy_ev": 0.386,
  "gap_ha": 0.335,
  "multiplicity": 1,
  "species": ["C", "C", "C", "O", "H", "H", "H", "H"],
  "positions_angstrom": [[1.8198, 0.4001, 0.0625], [0.7557, -0.0327, -0.2743], [-0.6348, -0.4225, -0.3989], [-1.4585, 0.5022, 0.0417], [2.6695, 0.8688, 0.2654], [-0.9968, -1.5227, 0.8808], [-1.1392, -0.9990, -1.1961], [-1.0156, 1.2058, 0.6189]],
  "forces_ev_per_a": [[-2.87, -1.24, -0.98], [-0.50, -0.91, -0.25], [-0.36, -3.86, 3.19], [-1.37, 4.47, 1.09], [3.15, 1.46, 0.77], [1.46, 1.38, -2.71], [1.20, 0.43, 0.16], [-0.71, -1.72, -1.27]],
  "nbo_charge": [-0.185, -0.071, 0.017, -0.688, 0.217, -0.016, 0.235, 0.490]
}


# 8
{
  "formula": "C3H4O",
  "method": "the ωB97M-V functional and the def2-TZVPD basis",
  "fmax_ha_per_bohr": 0.0771,
  "e_homo_ev": -9.99,
  "lumo_energy_ev": 0.794,
  "gap_ha": 0.396,
  "multiplicity": 1,
  "smiles": "C#CCO",
  "species": ["C", "C", "C", "H", "H", "H", "H", "O"],
  "positions_angstrom": [[0.8458, -0.2721, 0.0741], [-0.6262, -0.1100, -0.2059], [-1.8326, -0.1593, -0.5087], [0.8426, 1.4279, 0.9491], [1.0063, -1.1212, 0.7112], [1.2005, -0.6886, -0.9151], [-2.8920, 0.0187, -0.4843], [1.4556, 0.9045, 0.3796]],
  "forces_ev_per_a": [[-2.00, -1.52, -3.07], [-3.12, -0.83, -0.61], [3.55, 0.78, 1.54], [0.84, -0.57, -0.62], [0.04, -0.12, 1.10], [0.22, 0.80, 0.78], [0.30, -0.27, -0.33], [0.16, 1.73, 1.22]],
  "nbo_charge": [-0.125, -0.051, -0.251, 0.479, 0.188, 0.202, 0.242, -0.685]
}